Model 1:
The following is a quantum chemistry calculation of a cluster of 2 separate species, C4H13NSi2 in total, from the OMol25 dataset.

- Total charge: 0
- LUMO energy: 0.359 eV
- Orbital gap: 8.10 eV

Last column: natural (NBO) charge in e.
Cartesian coordinates (Å):
C: -2.41 0.71 -0.32  -0.42
C: -2.32 -0.03 1.01  -0.21
C: -1.07 0.97 -1.01  -0.86
C: 2.62 1.48 0.45  -1.06
N: -0.93 -0.50 1.05  -1.08
Si: -0.02 -0.48 -0.40  1.26
Si: 2.16 -0.37 0.18  0.59
H: -3.11 0.19 -0.95  0.22
H: -2.77 1.72 -0.17  0.22
H: -2.58 0.44 1.97  0.20
H: -2.93 -0.93 0.94  0.18
H: -1.32 1.34 -2.04  0.27
H: -0.40 1.63 -0.52  0.22
H: 1.80 2.09 -0.03  0.22
H: 2.50 1.68 1.54  0.23
H: 3.56 1.86 0.23  0.24
H: -0.78 -1.11 1.89  0.41
H: 0.24 -2.48 -2.01  -0.36
H: 2.80 -0.96 1.37  -0.12
H: 2.86 -0.80 -1.17  -0.12

Model 2:
The following is a quantum chemistry calculation of a cluster of 2 separate species, C4H13NSi2 in total, from the OMol25 dataset.

- Total charge: 0
- LUMO energy: 0.647 eV
- Orbital gap: 9.74 eV

Last column: natural (NBO) charge in e.
Cartesian coordinates (Å):
C: -2.35 -0.98 -0.29  -0.38
C: -1.66 0.27 -0.97  -0.48
C: -2.15 -0.16 1.15  -0.45
C: -1.29 0.81 0.36  0.07
N: 0.63 0.10 0.65  -1.11
Si: 3.59 -0.72 -0.33  0.33
Si: 1.82 0.83 -0.37  0.89
H: -3.43 -1.19 -0.53  0.21
H: -1.76 -1.79 -0.12  0.21
H: -0.72 0.08 -1.53  0.24
H: -2.41 0.89 -1.62  0.22
H: -3.09 0.30 1.58  0.21
H: -1.68 -0.70 1.95  0.22
H: -1.40 1.88 0.56  0.20
H: 0.58 0.48 1.53  0.36
H: 3.09 -1.40 0.95  -0.13
H: 4.77 -0.12 0.35  -0.13
H: 3.92 -1.62 -1.39  -0.12
H: 2.32 2.28 -0.19  -0.17
H: 1.22 0.76 -1.74  -0.19

Stability comparison, relative energies in eV: model 1 0.000; model 2 0.782

Model 1:
The following is a quantum chemistry calculation of a structure of composition H2NaO, from the OMol25 dataset.

- Total charge: +1
- LUMO energy: -4.938 eV
- Orbital gap: 12.69 eV

Last column: natural (NBO) charge in e.
Cartesian coordinates (Å):
O: 0.22 0.19 0.13  -1.03
H: -0.38 0.94 -0.12  0.50
H: 0.50 0.39 1.05  0.52
Na: -0.34 -1.52 -1.05  1.00

Model 2:
The following is a quantum chemistry calculation of a structure of composition H2NaO, from the OMol25 dataset.

- Total charge: +1
- LUMO energy: -4.937 eV
- Orbital gap: 12.29 eV

Last column: natural (NBO) charge in e.
Cartesian coordinates (Å):
O: 0.24 0.13 -0.07  -1.03
H: 0.61 0.23 -0.98  0.51
H: 0.89 0.57 0.52  0.51
Na: -1.74 -0.93 0.53  1.00

Stability comparison, relative energies in eV: model 1 0.070; model 2 0.000

Model 1:
The following is a quantum chemistry calculation of an isolated molecule of C5H4N2O, from the OMol25 dataset.

- Total charge: 0
- SMILES: C=CC1=NN=CC1=O
- LUMO energy: -2.048 eV
- Orbital gap: 7.37 eV

Last column: natural (NBO) charge in e.
Cartesian coordinates (Å):
C: -0.87 -0.37 -2.28  -0.30
C: -0.44 0.69 -1.60  -0.29
C: 0.11 0.62 -0.19  0.07
N: 0.02 1.55 0.73  -0.15
N: 0.56 0.78 2.02  -0.20
C: 0.75 -0.44 1.82  -0.02
C: 0.32 -0.71 0.27  0.49
O: -0.20 -1.73 -0.36  -0.49
H: -1.13 -1.38 -1.55  0.27
H: -1.16 -0.43 -3.25  0.19
H: -0.68 1.67 -1.93  0.22
H: 1.31 -1.14 2.31  0.22

Model 2:
The following is a quantum chemistry calculation of an isolated molecule of C5H4N2O, from the OMol25 dataset.

- Total charge: 0
- SMILES: [H]/N=C(/C#CC#C)NO
- LUMO energy: -0.044 eV
- Orbital gap: 9.44 eV

Last column: natural (NBO) charge in e.
Cartesian coordinates (Å):
H: 2.95 -1.68 0.11  0.34
N: 1.96 -1.74 -0.14  -0.60
C: 1.26 -0.68 -0.09  0.32
C: -0.13 -0.79 -0.18  0.02
C: -1.30 -0.47 -0.21  -0.01
C: -2.58 -0.16 -0.04  -0.10
C: -3.75 -0.05 0.09  -0.12
N: 1.69 0.68 0.38  -0.34
O: 1.15 1.69 -0.42  -0.55
H: -4.72 0.19 -0.12  0.22
H: 2.69 0.72 0.34  0.34
H: 0.78 2.28 0.29  0.48

Model 3:
The following is a quantum chemistry calculation of an isolated molecule of C5H4N2O, from the OMol25 dataset.

- Total charge: 0
- SMILES: C#Cc1oncc1N
- LUMO energy: 0.722 eV
- Orbital gap: 9.01 eV

Last column: natural (NBO) charge in e.
Cartesian coordinates (Å):
C: 0.63 -2.70 0.96  -0.17
C: 0.58 -1.66 0.36  -0.08
C: 0.50 -0.39 -0.30  0.15
O: 1.35 -0.10 -1.29  -0.25
N: 1.21 1.13 -1.80  -0.07
C: 0.16 1.62 -1.13  -0.10
C: -0.39 0.70 -0.21  0.09
N: -1.36 0.73 0.74  -0.81
H: 0.54 -3.57 1.58  0.24
H: -0.22 2.53 -1.54  0.22
H: -1.73 1.67 1.07  0.40
H: -1.27 0.05 1.55  0.40

Stability comparison, relative energies in eV: model 1 2.056; model 2 2.323; model 3 0.000

Model 1:
The following is a quantum chemistry calculation of a cluster of 2 separate species, CHNOS in total, from the OMol25 dataset.

- Total charge: 0
- SMILES: C#N.O=S
- LUMO energy (alpha / beta): -1.504 / -1.502 eV
- Orbital gap (alpha / beta): 7.77 / 7.78 eV

Last column: natural (NBO) charge in e.
Cartesian coordinates (Å):
C: -0.77 0.51 0.12  0.08
N: -1.14 1.58 0.14  -0.32
H: -0.53 -0.51 0.15  0.23
O: -3.44 -1.06 0.00  -0.72
S: -4.16 0.21 -0.03  0.72

Model 2:
The following is a quantum chemistry calculation of an isolated molecule of CHNOS, from the OMol25 dataset.

- Total charge: 0
- LUMO energy: -0.042 eV
- Orbital gap: 8.32 eV

Last column: natural (NBO) charge in e.
Cartesian coordinates (Å):
C: 0.14 0.20 -1.07  0.41
N: -0.66 -0.11 1.51  -0.52
O: -0.08 0.04 0.12  -0.32
S: 0.50 0.47 -2.55  0.14
H: 0.10 -0.60 1.99  0.29

Stability comparison, relative energies in eV: model 1 0.000; model 2 2.694

Model 1:
The following is a quantum chemistry calculation of a cluster of 2 separate species, C2NO4S in total, from the OMol25 dataset.

- Total charge: -1
- LUMO energy (alpha / beta): 2.607 / 2.563 eV
- Orbital gap (alpha / beta): 7.07 / 7.04 eV

Last column: natural (NBO) charge in e.
Cartesian coordinates (Å):
C: -0.60 -1.46 -0.52  1.05
C: -0.25 0.99 0.51  0.83
N: 0.93 0.61 -0.29  -0.63
O: -0.27 2.11 0.95  -0.68
O: -0.03 -2.10 0.26  -0.60
O: -1.03 -1.13 -1.56  -0.61
O: -1.13 0.08 0.57  -0.70
S: 2.39 0.92 0.07  0.34

Model 2:
The following is a quantum chemistry calculation of the ion C2NO4S with charge -1, from the OMol25 dataset.

- Total charge: -1
- SMILES: O=C=NSOC(=O)[O-]
- LUMO energy: 3.464 eV
- Orbital gap: 7.30 eV

Last column: natural (NBO) charge in e.
Cartesian coordinates (Å):
O: -3.38 0.89 0.50  -0.59
C: -2.39 0.31 0.21  0.83
N: -1.51 -0.36 -0.28  -0.75
S: -0.21 -1.45 -0.37  0.74
O: 1.00 -0.98 0.50  -0.87
C: 1.99 0.35 -0.10  1.00
O: 2.49 0.94 0.82  -0.67
O: 2.01 0.31 -1.29  -0.68

Stability comparison, relative energies in eV: model 1 0.383; model 2 0.000